(1)
Entry from the Open Molecules 2025 dataset: a molecular structure, C13H20N2O5PtS (ωB97M-V/def2-TZVPD).

Energy above the lowest of the compared OMol25 structures with the same formula, charge and spin: 0.0 kcal/mol
Energy: -41089.5778 eV
Gap between HOMO and LUMO (alpha / beta): 7.8 / 7.8 eV
LUMO level (alpha / beta): -8.24 / -8.24 eV
Highest occupied orbital energy (alpha / beta): -16.0608 / -16.0608 eV
2S+1: 1
Net charge: +2

Positions of all 42 atoms, in Å:
Pt (-0.078, 0.117, -0.341)
O (0.630, 1.546, -4.414)
C (0.660, 1.374, -3.286)
O (0.705, 1.228, -2.120)
C (0.196, -1.796, -3.237)
C (0.114, -2.478, -1.896)
C (-0.849, -3.669, -2.025)
C (-2.214, -2.971, -2.265)
C (-1.834, -1.481, -2.241)
O (-0.803, -1.550, -1.155)
C (-0.974, -1.199, -3.445)
C (1.628, 3.074, 0.707)
O (2.396, 3.895, 0.909)
O (0.839, 2.231, 0.503)
H (1.021, -1.904, -3.927)
H (1.020, -2.628, -1.319)
H (-0.858, -4.250, -1.106)
H (-0.548, -4.319, -2.842)
H (-2.919, -3.197, -1.469)
H (-2.671, -3.232, -3.217)
H (-2.606, -0.773, -1.961)
H (-1.323, -0.715, -4.347)
C (-2.376, 2.407, 2.498)
C (-2.710, 1.569, 1.278)
N (-3.016, 0.169, 1.624)
C (-2.156, -0.749, 2.064)
S (-0.448, -0.800, 1.660)
N (-2.579, -1.698, 2.877)
C (-1.843, -2.891, 3.344)
C (-1.032, -2.617, 4.598)
H (-2.201, 3.441, 2.201)
H (-1.480, 2.037, 2.999)
H (-3.200, 2.406, 3.212)
H (-1.899, 1.581, 0.551)
H (-3.592, 1.948, 0.765)
H (-3.976, 0.023, 1.914)
H (-3.489, -1.562, 3.299)
H (-1.214, -3.237, 2.525)
H (-2.600, -3.653, 3.525)
H (-0.260, -1.867, 4.418)
H (-0.542, -3.534, 4.921)
H (-1.669, -2.272, 5.412)

(2)
Entry from the Open Molecules 2025 dataset: a molecular structure, C5H10O2 (ωB97M-V/def2-TZVPD).

Energy above the lowest of the compared OMol25 structures with the same formula, charge and spin: 130.8 kcal/mol
Energy: -9437.3712 eV
Gap between HOMO and LUMO: 9.2 eV
LUMO level: 0.74 eV
Highest occupied orbital energy: -8.4197 eV
2S+1: 1

Positions of all 17 atoms, in Å:
C (1.092, -1.203, -1.505)
C (-0.074, -0.326, -1.063)
O (-1.257, -1.080, -0.882)
C (0.241, 0.422, 0.227)
C (-0.887, 1.333, 0.742)
C (-0.151, 0.315, 2.347)
O (0.296, -0.511, 1.299)
H (0.803, -1.787, -2.383)
H (1.970, -0.598, -1.760)
H (1.374, -1.894, -0.703)
H (-0.303, 0.416, -1.839)
H (-1.121, -1.576, -0.058)
H (1.192, 0.973, 0.152)
H (-0.705, 2.408, 0.742)
H (-1.856, 1.073, 0.302)
H (-1.205, 0.902, 1.906)
H (0.590, 1.133, 2.476)

(3)
Entry from the Open Molecules 2025 dataset: 2 unconnected molecules or ions with the total composition C4H11NS2 in a non-equilibrium geometry (ωB97M-V/def2-TZVPD).

Energy above the lowest of the compared OMol25 structures with the same formula, charge and spin: 129.5 kcal/mol
Energy: -27481.6512 eV
Gap between HOMO and LUMO (alpha / beta): 6.2 / 7.8 eV
LUMO level (alpha / beta): -0.98 / 0.19 eV
Highest occupied orbital energy (alpha / beta): -7.1637 / -7.6537 eV
2S+1: 1

Positions of all 18 atoms, in Å:
C (2.176, -0.223, 1.127)
C (-2.833, 0.980, -0.103)
C (1.602, -1.055, 0.153)
C (-1.635, 0.075, -0.435)
N (-0.426, 0.706, -0.570)
S (-1.531, -1.497, 1.030)
S (0.074, 1.873, 0.470)
H (2.173, -0.840, 2.040)
H (3.045, 0.432, 0.697)
H (1.350, 0.551, 1.109)
H (-3.817, 0.529, -0.278)
H (-2.830, 1.353, 0.930)
H (-2.906, 1.985, -0.694)
H (1.540, -0.865, -0.896)
H (0.932, -1.880, 0.416)
H (-1.799, -0.514, -1.374)
H (-1.851, -2.590, 0.300)
H (1.112, 2.165, -0.357)

(4)
Entry from the Open Molecules 2025 dataset: a single C3H2FNO2 molecule (ωB97M-V/def2-TZVPD).

SMILES: Oc1ocnc1F
Energy above the lowest of the compared OMol25 structures with the same formula, charge and spin: 6.0 kcal/mol
Energy: -11444.8646 eV
Gap between HOMO and LUMO: 9.3 eV
LUMO level: 0.51 eV
Highest occupied orbital energy: -8.8287 eV
2S+1: 1

Positions of all 9 atoms, in Å:
O (-1.527, -1.329, -0.005)
C (-0.493, -0.476, -0.004)
O (0.731, -1.039, -0.001)
C (1.586, 0.010, 0.007)
N (1.015, 1.178, -0.007)
C (-0.316, 0.872, 0.000)
F (-1.274, 1.794, 0.000)
H (-2.358, -0.818, 0.020)
H (2.636, -0.192, -0.010)

(5)
Entry from the Open Molecules 2025 dataset: a gas-phase ion, C8H16N (charge +1) in a non-equilibrium geometry (ωB97M-V/def2-TZVPD).

SMILES: C=CC(=C)[C@@H](C)[NH+](C)C
Energy above the lowest of the compared OMol25 structures with the same formula, charge and spin: 79.4 kcal/mol
Energy: -10035.8338 eV
Gap between HOMO and LUMO: 9.9 eV
LUMO level: -3.16 eV
Highest occupied orbital energy: -13.0603 eV
2S+1: 1
Net charge: +1

Positions of all 25 atoms, in Å:
C (0.964, -3.326, 0.840)
C (1.236, -2.154, 0.286)
C (0.366, -1.345, -0.576)
C (-0.425, -1.851, -1.471)
C (0.455, 0.396, -0.164)
C (1.277, 1.107, -1.237)
N (-0.849, 0.959, 0.128)
C (-1.387, 0.129, 1.261)
C (-0.954, 2.401, 0.432)
H (1.631, -4.084, 1.243)
H (-0.062, -3.722, 0.835)
H (2.315, -1.817, 0.299)
H (-0.893, -1.343, -2.274)
H (-0.200, -2.874, -1.546)
H (1.067, 0.450, 0.740)
H (0.526, 1.095, -2.081)
H (2.216, 0.514, -1.415)
H (1.677, 2.042, -0.918)
H (-1.594, 0.893, -0.667)
H (-0.517, 0.050, 1.904)
H (-2.139, 0.737, 1.750)
H (-1.882, -0.658, 0.752)
H (-0.439, 2.514, 1.347)
H (-0.600, 2.940, -0.443)
H (-2.095, 2.615, 0.462)

(6)
Entry from the Open Molecules 2025 dataset: a molecular structure, C14H33InN3O5S (ωB97M-V/def2-TZVPD).

Energy: -45772.1138 eV
Gap between HOMO and LUMO: 8.1 eV
LUMO level: 2.60 eV
Highest occupied orbital energy: -5.5117 eV
2S+1: 1
Net charge: -1

Positions of all 57 atoms, in Å:
O (1.371, 4.335, -0.249)
C (0.568, 4.363, -1.173)
C (0.288, 3.291, -2.120)
In (-0.917, 1.680, -1.132)
O (0.347, 0.030, -1.241)
C (-2.806, 1.059, -2.083)
C (-4.068, 1.933, -2.003)
C (-4.061, 3.076, -0.988)
S (-3.169, 4.574, -1.521)
H (-0.045, 5.282, -1.316)
H (-0.244, 3.649, -3.002)
H (1.224, 2.799, -2.409)
H (-1.090, 2.017, 0.607)
H (1.194, 0.376, -1.538)
H (-2.573, 0.830, -3.128)
H (-3.029, 0.091, -1.617)
H (-4.937, 1.315, -1.739)
H (-4.304, 2.354, -2.991)
H (-3.538, 2.760, -0.080)
H (-5.079, 3.363, -0.715)
H (-3.457, 4.408, -2.819)
C (-2.811, -4.049, 2.306)
C (-3.279, -2.789, 1.599)
O (-4.471, -2.518, 1.528)
N (-2.327, -2.001, 1.063)
C (-0.883, -2.172, 1.068)
H (-3.695, -4.563, 2.674)
H (-2.264, -4.704, 1.627)
H (-2.152, -3.812, 3.142)
H (-2.676, -1.181, 0.589)
H (-0.394, -1.295, 1.487)
H (-0.501, -2.276, 0.053)
H (-0.611, -3.046, 1.653)
C (2.965, 0.368, 3.559)
C (1.989, 0.435, 2.402)
O (1.773, -0.519, 1.671)
N (1.359, 1.610, 2.161)
C (1.493, 2.866, 2.857)
H (3.373, -0.638, 3.585)
H (3.775, 1.086, 3.430)
H (2.473, 0.585, 4.508)
H (0.756, 1.588, 1.343)
H (0.535, 3.198, 3.262)
H (1.867, 3.645, 2.191)
H (2.190, 2.760, 3.686)
C (4.757, -3.382, -2.048)
C (3.399, -3.377, -2.726)
O (3.281, -3.744, -3.888)
N (2.348, -2.954, -1.995)
C (2.330, -2.490, -0.617)
H (5.481, -3.745, -2.771)
H (5.039, -2.380, -1.720)
H (4.761, -4.030, -1.170)
H (1.472, -2.937, -2.494)
H (1.705, -3.134, 0.004)
H (1.931, -1.479, -0.552)
H (3.336, -2.507, -0.207)

(7)
Entry from the Open Molecules 2025 dataset: a single C2H2N6 molecule in a non-equilibrium geometry (ωB97M-V/def2-TZVPD).

SMILES: [H]/N=c1/ncnnnn1
Energy above the lowest of the compared OMol25 structures with the same formula, charge and spin: 67.8 kcal/mol
Energy: -11040.9662 eV
Gap between HOMO and LUMO: 7.9 eV
LUMO level: -1.88 eV
Highest occupied orbital energy: -9.8093 eV
2S+1: 1

Positions of all 10 atoms, in Å:
H (-2.341, -1.204, 0.833)
N (-2.011, -0.160, 0.691)
C (-0.976, -0.046, -0.016)
N (-0.476, 1.261, -0.351)
C (0.888, 1.173, -0.303)
N (1.818, 0.331, 0.447)
N (1.632, -0.936, 0.605)
N (0.673, -1.553, -0.487)
N (-0.397, -1.055, -0.824)
H (1.190, 2.189, -0.594)

(8)
Entry from the Open Molecules 2025 dataset: 2 unconnected molecules or ions with the total composition C5H12N in a non-equilibrium geometry (ωB97M-V/def2-TZVPD).

Energy above the lowest of the compared OMol25 structures with the same formula, charge and spin: 127.0 kcal/mol
Energy: -6858.0516 eV
Gap between HOMO and LUMO: 8.0 eV
LUMO level: -6.38 eV
Highest occupied orbital energy: -14.3333 eV
2S+1: 1
Net charge: +1

Positions of all 18 atoms, in Å:
C (-1.291, -1.991, -0.456)
C (-0.100, -1.254, -1.045)
C (-0.349, 0.266, -1.133)
C (-0.494, 0.596, 0.366)
C (0.613, 0.411, 1.154)
N (1.794, 2.048, 1.080)
H (-1.458, -1.973, 0.632)
H (-1.343, -2.997, -0.833)
H (-2.192, -1.455, -0.809)
H (-0.111, -1.551, -2.115)
H (0.742, -1.259, -0.379)
H (-1.357, 0.500, -1.515)
H (0.409, 0.954, -1.494)
H (-1.459, 0.615, 0.841)
H (0.399, 0.273, 2.257)
H (2.068, 2.534, 0.212)
H (2.588, 1.497, 1.450)
H (1.543, 2.787, 1.788)